No. 1
C36H30NP2Pd | wB97M-V/def2-TZVPD

Last column: Mulliken charge in e.
Geometry (Å):
Pd 0.08 0.05 -0.07  -0.826
C 3.02 -0.71 5.00  -0.555
C 3.34 0.57 4.59  -0.711
C 3.06 0.97 3.29  -0.157
C 2.46 0.09 2.40  0.156
C 2.14 -1.20 2.82  0.176
C 2.43 -1.60 4.12  -0.658
P 2.14 0.59 0.70  1.614
C 3.68 0.42 -0.21  0.603
C 4.80 -0.21 0.35  -0.445
C 5.96 -0.32 -0.40  -0.742
C 6.02 0.18 -1.69  -0.517
C 4.90 0.80 -2.25  -0.743
C 3.74 0.91 -1.51  -0.485
C 1.54 2.28 0.64  0.029
C 2.03 3.56 0.82  -0.551
C 1.15 4.61 0.60  -0.732
C -0.16 4.37 0.19  -0.688
C -0.63 3.08 -0.02  -0.297
C 0.24 2.02 0.21  0.390
H 3.24 -1.02 6.01  0.393
H 3.80 1.27 5.28  0.422
H 3.31 1.98 2.97  0.282
H 1.66 -1.89 2.13  0.116
H 2.18 -2.61 4.44  0.456
H 4.76 -0.59 1.36  0.390
H 6.83 -0.80 0.04  0.433
H 6.93 0.09 -2.26  0.412
H 4.95 1.19 -3.25  0.429
H 2.86 1.38 -1.95  0.382
H 3.06 3.74 1.10  0.466
H 1.49 5.63 0.73  0.417
H -0.82 5.21 0.03  0.410
H -1.64 2.94 -0.37  0.361
N -2.07 0.00 -0.29  -0.212
C -2.79 -1.26 -0.50  -0.109
C -4.15 -1.21 -0.79  -0.442
C -4.85 -2.39 -0.98  -0.737
C -4.20 -3.61 -0.89  -0.823
C -2.84 -3.65 -0.62  -0.904
C -2.12 -2.47 -0.44  -0.111
P -0.33 -2.46 -0.11  1.845
C 0.15 -4.19 0.14  0.084
C 0.17 -4.68 1.44  -0.149
C 0.49 -6.01 1.68  -0.826
C 0.79 -6.85 0.62  -0.497
C 0.77 -6.36 -0.68  -0.723
C 0.45 -5.04 -0.93  0.067
C 0.39 -2.06 -1.75  -0.279
C 1.78 -2.11 -1.86  0.137
C 2.41 -1.75 -3.04  -0.811
C 1.65 -1.32 -4.13  -0.583
C 0.27 -1.26 -4.03  -0.831
C -0.36 -1.63 -2.85  -0.323
H -2.35 0.66 -1.00  0.359
H -2.36 0.40 0.60  0.392
H -4.65 -0.26 -0.85  0.458
H -5.91 -2.35 -1.20  0.406
H -4.75 -4.53 -1.03  0.447
H -2.34 -4.60 -0.56  0.418
H -0.06 -4.02 2.27  0.463
H 0.51 -6.38 2.70  0.419
H 1.05 -7.88 0.81  0.402
H 1.01 -7.02 -1.51  0.428
H 0.44 -4.66 -1.94  0.490
H 2.38 -2.44 -1.02  0.510
H 3.49 -1.80 -3.11  0.502
H 2.14 -1.04 -5.05  0.420
H -0.32 -0.93 -4.87  0.448
H -1.44 -1.60 -2.79  0.431

Results
highest occupied orbital energy = -10.75 eV
gap between HOMO and LUMO = 8.124 eV
total charge = +1

***

No. 2
C36H31I2N4NaOP | wB97M-V/def2-TZVPD

Last column: Mulliken charge in e.
Geometry (Å):
Na 0.48 3.04 0.60  0.881
C 0.75 0.27 2.84  -1.869
N 0.44 1.65 2.52  0.368
C 0.29 2.45 3.51  -0.186
C -0.13 3.81 3.41  0.203
C -0.26 4.71 4.47  -0.880
C -0.71 5.91 3.90  -0.537
C -0.81 5.65 2.52  -0.654
N -0.47 4.39 2.21  -0.279
C -0.48 -0.61 2.88  0.991
C -0.41 -1.87 3.47  -0.436
C -1.53 -2.69 3.55  -0.571
C -2.74 -2.26 3.02  -0.720
C -2.82 -1.01 2.42  -0.644
C -1.70 -0.19 2.37  -0.321
H 1.26 0.19 3.81  0.547
H 1.45 -0.13 2.09  0.272
H 0.49 2.09 4.53  0.268
H -0.06 4.51 5.51  0.443
H -0.92 6.84 4.40  0.402
H -1.13 6.34 1.75  0.427
H 0.54 -2.22 3.88  0.400
H -1.45 -3.66 4.03  0.450
H -3.61 -2.90 3.08  0.363
H -3.75 -0.67 2.00  0.510
H -1.77 0.80 1.94  0.583
O -1.01 1.97 -1.00  -0.892
C -1.43 0.86 -1.11  0.658
C -2.75 0.21 -0.99  -0.384
C -4.05 0.66 -0.77  -0.539
C -5.04 -0.30 -0.71  -0.674
C -4.73 -1.66 -0.86  -0.646
C -3.43 -2.09 -1.08  -0.334
C -2.43 -1.13 -1.15  0.645
P -0.58 -0.88 -1.51  0.510
C 0.09 -2.43 -0.84  1.000
C 1.25 -3.01 -1.37  -0.776
C 1.73 -4.20 -0.85  -0.899
C 1.07 -4.81 0.21  -0.638
C -0.07 -4.23 0.76  -0.807
C -0.56 -3.04 0.23  0.078
C -0.65 -1.03 -3.32  0.659
C -0.43 0.07 -4.15  -0.419
C -0.56 -0.06 -5.52  -0.768
C -0.89 -1.28 -6.08  -0.486
C -1.10 -2.39 -5.26  -0.771
C -0.99 -2.26 -3.88  -0.313
H -4.27 1.71 -0.64  0.537
H -6.06 -0.01 -0.52  0.388
H -5.52 -2.39 -0.80  0.435
H -3.21 -3.15 -1.18  0.428
H 1.80 -2.52 -2.15  0.517
H 2.65 -4.60 -1.24  0.490
H 1.46 -5.72 0.64  0.394
H -0.56 -4.69 1.60  0.429
H -1.43 -2.58 0.68  -0.112
H -0.13 1.02 -3.71  0.317
H -0.39 0.80 -6.16  0.409
H -0.98 -1.39 -7.15  0.375
H -1.35 -3.35 -5.69  0.404
H -1.15 -3.11 -3.24  0.376
N 6.01 1.11 -1.57  -0.534
C 5.03 1.87 -1.01  0.780
C 4.37 2.90 -1.70  -0.364
C 3.33 3.57 -1.10  -0.452
N 2.90 3.33 0.14  -0.505
C 3.59 2.41 0.83  -0.408
C 4.63 1.66 0.32  -0.332
H 6.01 1.12 -2.58  0.245
H 6.06 0.15 -1.23  0.010
H 4.64 3.12 -2.73  0.274
H 2.79 4.32 -1.66  0.352
H 3.23 2.22 1.84  0.388
H 5.09 0.88 0.91  0.360
I 1.79 0.28 -1.37  0.399
I 5.28 -2.37 -1.00  -0.812

Results
highest occupied orbital energy = -4.26 eV
gap between HOMO and LUMO = 5.452 eV
total charge = -1

***

No. 3
C36H31NbO8P | wB97M-V/def2-TZVPD

Last column: Mulliken charge in e.
Geometry (Å):
C 0.94 -1.30 -7.88  -0.879
Nb -0.66 -1.23 -6.23  -0.710
C 0.19 -3.05 -5.14  -0.440
O 0.61 -4.13 -6.09  -0.206
C 0.61 -5.39 -5.28  0.337
C -0.06 -6.75 -5.92  -0.350
C -0.09 -8.15 -5.07  -0.292
C 0.57 -8.32 -3.56  -0.401
C 1.27 -6.95 -2.91  -0.317
C 1.26 -5.51 -3.77  -0.094
P -2.36 -0.90 -4.32  0.945
O -2.00 -1.78 -3.03  -0.653
O -2.18 0.78 -3.79  -0.535
O -4.01 -1.08 -4.83  -0.599
H 1.37 -2.37 -8.06  0.236
H 0.47 -0.80 -8.85  0.263
H 1.84 -0.57 -7.56  0.240
H -1.76 -2.38 -7.13  0.021
H -1.40 0.17 -7.09  0.052
H 0.49 -0.20 -5.26  0.104
H 1.09 -2.77 -4.42  0.032
H -0.71 -3.53 -4.52  0.445
H -0.53 -6.71 -7.00  0.281
H -0.58 -9.13 -5.54  0.229
H 0.58 -9.33 -2.96  0.263
H 1.78 -7.01 -1.85  0.259
H 1.75 -4.58 -3.25  0.188
H -2.54 0.89 -2.86  0.273
H -4.10 -1.74 -5.59  0.315
C -1.78 7.36 2.65  -0.557
C -3.07 7.76 2.30  -0.432
C -3.97 6.83 1.77  -0.618
C -3.57 5.50 1.59  0.240
C -2.27 5.11 1.91  0.195
C -1.37 6.04 2.45  -0.500
C -1.82 3.72 1.67  0.467
O -0.68 3.38 1.96  -0.654
C -2.77 2.76 1.07  0.369
C -2.34 1.46 0.78  -0.439
C -3.23 0.53 0.23  -0.820
C -4.55 0.91 -0.04  -0.449
C -4.98 2.21 0.24  -0.642
C -4.08 3.14 0.79  0.394
C -4.53 4.52 1.05  0.561
O -5.69 4.85 0.81  -0.695
H -1.08 8.09 3.06  0.398
H -3.38 8.79 2.44  0.382
H -4.97 7.14 1.51  0.449
H -0.36 5.74 2.72  0.472
H -1.31 1.15 0.99  0.558
H -2.90 -0.48 0.00  0.426
H -5.25 0.19 -0.46  0.445
H -6.00 2.49 0.03  0.449
C -0.06 1.20 4.30  -0.291
C -0.25 -0.05 4.89  -0.625
C 0.86 -0.79 5.32  -0.577
C 2.15 -0.28 5.15  0.292
C 2.34 0.96 4.54  0.317
C 1.23 1.71 4.12  -0.793
C 3.70 1.49 4.31  0.488
O 3.86 2.57 3.77  -0.670
C 4.86 0.68 4.73  0.191
C 6.16 1.14 4.46  -0.524
C 7.26 0.38 4.87  -0.447
C 7.07 -0.82 5.54  -0.447
C 5.78 -1.29 5.80  -0.529
C 4.67 -0.54 5.38  0.142
C 3.31 -1.05 5.63  0.660
O 3.15 -2.12 6.22  -0.685
H -0.92 1.78 3.97  0.356
H -1.25 -0.45 5.02  0.407
H 0.71 -1.76 5.79  0.443
H 1.36 2.68 3.65  0.624
H 6.31 2.08 3.94  0.446
H 8.27 0.74 4.66  0.387
H 7.93 -1.41 5.86  0.383
H 5.64 -2.23 6.32  0.445

Results
highest occupied orbital energy = -5.29 eV
gap between HOMO and LUMO = 5.597 eV
total charge = -1